(1)
Entry from OMol25: a cluster of 2 separate species, FH3O3P in total (ωB97M-V/def2-TZVPD).

Positions of all 8 atoms, in Å:
F: 1.098 -2.331 1.302
P: 0.127 -0.155 0.028
H: -0.187 0.435 2.097
O: -1.112 -0.796 -0.642
O: -0.105 0.733 1.205
H: -1.112 -1.620 -1.120
O: 0.937 0.540 -1.014
H: 1.521 1.116 -0.651

Atoms 1-6, force components in eV/Å:
F 0.154 -0.431 0.271
P -0.272 -5.284 0.102
H -0.259 -0.481 1.259
O -0.744 1.522 0.633
O -0.876 2.713 0.499
H 0.203 -0.690 -0.406

Output
Orbital gap (alpha / beta): 10.89 / 10.03 eV
<S²>: 2.0037
Energy relative to the best compared isomer or geometry (same formula, charge and spin): 7.6 kcal/mol
Multiplicity: 3
HOMO (alpha / beta): -14.68 / -19.16 eV
Net charge: +1
E_LUMO (alpha / beta): -3.79 / -9.14 eV

---

(2)
Entry from OMol25: a cluster of 2 separate species, C4H8ClN in total (ωB97M-V/def2-TZVPD).

Positions of all 14 atoms, in Å:
H: -0.079 1.613 -0.073
H: -0.550 -2.200 -2.139
C: 0.337 -0.680 1.800
C: -0.393 1.528 0.938
H: 0.388 1.932 1.421
N: -0.138 -1.331 -1.746
H: 0.944 -1.125 -1.909
H: 1.413 -0.314 2.098
H: -1.955 -0.531 -2.096
H: -1.361 1.971 1.177
C: -0.491 0.076 1.170
Cl: -1.983 -0.641 0.664
H: 0.264 -1.657 1.996
C: -0.905 -0.215 -1.796

Atoms 1-6, force components in eV/Å:
H -0.625 0.519 -1.358
H 1.045 0.489 0.535
C 4.977 2.389 0.950
C -2.271 -1.532 -1.482
H 2.574 1.458 2.517
N 1.174 1.633 -2.078

Output
Orbital gap: 9.19 eV
Energy relative to the best compared isomer or geometry (same formula, charge and spin): 82.9 kcal/mol
Multiplicity: 1
HOMO: -8.32 eV
Net charge: 0
E_LUMO: 0.86 eV

---

(3)
Entry from OMol25: a cluster of 2 separate species, C35H29ClF6N3 in total (ωB97M-V/def2-TZVPD).

Positions of all 74 atoms, in Å:
C: -2.012 5.977 -4.021
C: 0.136 -3.219 0.540
C: 0.251 -1.883 0.084
H: -0.661 7.150 -5.231
C: -2.147 5.162 -2.899
F: -3.023 4.079 1.263
C: 3.242 -5.001 2.872
C: -0.834 -1.274 -0.688
H: -2.171 2.676 -2.646
H: 3.473 -1.315 1.149
H: -0.362 0.433 1.423
H: -3.745 -3.103 -2.155
C: 0.344 6.284 -3.523
H: 1.033 5.369 -1.674
H: 4.197 -5.525 2.965
F: 1.707 -3.787 4.189
C: 1.463 -1.198 0.382
C: 2.524 -1.831 1.007
F: -2.559 6.085 2.074
C: -1.120 5.163 0.384
N: -1.219 4.309 -0.804
C: -4.062 -1.629 -0.611
C: -2.497 5.313 0.960
C: 2.386 -3.161 1.466
F: 3.827 -3.748 4.775
H: 4.727 -1.629 2.937
C: -4.430 -2.360 -1.743
H: -5.949 -2.662 -3.266
C: 1.149 -3.817 1.271
H: -1.107 -1.794 -1.614
C: 4.799 -3.462 1.807
H: -2.884 6.176 -4.643
H: -0.453 4.740 1.140
H: -2.638 -1.416 0.862
C: -0.717 0.915 0.507
H: 8.612 -2.814 1.453
C: -0.825 2.294 0.482
C: 5.374 -2.321 2.392
H: 7.565 -4.798 0.335
F: 2.621 -5.574 5.122
H: -3.100 4.696 -2.638
H: -2.133 0.191 -2.528
C: -1.702 0.792 -1.722
C: -4.924 -0.655 -0.092
C: 6.749 -2.114 2.291
N: 3.449 -3.801 2.057
C: 5.608 -4.378 1.108
C: -1.035 0.160 -0.649
F: -3.333 5.861 0.010
H: -0.785 6.154 0.066
C: -1.766 2.173 -1.769
C: 6.964 -4.116 0.938
H: 1.010 -4.829 1.648
C: 2.843 -4.559 4.249
C: -6.516 -1.130 -1.859
C: 7.540 -2.993 1.545
C: -1.282 2.943 -0.687
H: 5.139 -5.272 0.691
H: 1.603 -0.155 0.084
Cl: -8.011 -0.814 -2.641
H: 7.194 -1.255 2.796
C: -1.047 4.959 -2.051
H: -0.764 -3.800 0.324
H: 2.469 -5.650 2.461
C: 0.197 5.538 -2.357
N: -2.757 -1.810 -0.071
H: -6.839 0.342 -0.320
H: -2.416 -2.769 -0.110
C: -0.765 6.524 -4.344
C: -5.657 -2.111 -2.376
H: 1.325 6.680 -3.784
H: -0.489 2.871 1.339
H: -4.628 -0.070 0.780
C: -6.158 -0.409 -0.712

Atoms 1-6, force components in eV/Å:
C 0.251 -0.184 -0.051
C 0.478 0.205 -0.027
C -0.267 -0.509 0.696
H -0.011 -0.206 0.259
C 0.382 0.095 0.260
F 0.298 1.123 0.026

Output
Orbital gap: 6.71 eV
Energy relative to the best compared isomer or geometry (same formula, charge and spin): 9.3 kcal/mol
Multiplicity: 1
HOMO: -10.64 eV
Net charge: +1
E_LUMO: -3.93 eV

---

(4)
Entry from OMol25: a structure of composition C57H44MgN3O2S2 (ωB97M-V/def2-TZVPD).

Positions of all 109 atoms, in Å:
N: -1.657 2.133 0.945
N: -3.014 -0.389 1.029
H: -2.130 -5.729 3.752
H: 2.650 0.705 -4.366
H: 0.744 -3.648 1.024
S: 1.210 -0.710 0.490
H: -1.209 -3.048 -3.073
H: 3.598 -1.952 -2.982
C: 1.196 2.836 3.189
H: -1.712 -5.218 1.383
C: 1.224 4.165 3.172
C: 0.855 2.788 0.766
H: -8.341 -1.844 2.405
C: 5.700 -1.641 -2.887
H: 7.255 1.001 -1.436
H: -2.260 5.910 1.565
C: 0.195 -1.618 -3.866
H: 1.693 2.233 3.927
C: -0.145 -2.055 -1.514
C: 6.741 -0.803 -2.456
H: -2.975 0.443 -4.605
C: 2.738 0.323 -1.775
C: 5.089 -5.322 0.984
C: 2.251 -2.149 0.779
H: 0.451 1.110 2.137
H: 7.764 -1.097 -2.634
C: -3.188 -3.907 4.122
N: -2.238 0.925 -1.371
C: 1.854 0.017 -4.605
C: -0.199 -1.775 -5.211
H: 3.925 -0.828 0.635
C: -2.699 -3.318 1.461
C: -6.240 -1.577 2.096
C: -5.487 0.703 1.966
C: 0.396 -1.040 -6.200
C: -7.538 -1.133 2.283
C: 3.522 2.268 -0.569
C: 4.529 -2.881 0.802
C: 4.817 1.934 -0.855
C: -3.808 -1.096 1.685
O: -0.120 -0.920 1.132
C: -2.487 -4.801 3.331
C: -2.246 -4.508 1.999
H: 5.051 -5.813 1.955
C: 0.423 2.196 2.081
C: -3.395 -2.410 2.251
H: 2.821 5.477 3.651
C: -3.001 2.356 -3.607
C: -2.456 4.275 0.252
O: 0.339 2.727 -1.788
C: -2.827 2.985 -2.392
C: 6.462 0.364 -1.802
C: -0.451 -2.318 -2.822
C: -2.457 0.318 -2.527
C: -1.061 4.211 2.289
C: 5.127 0.757 -1.569
C: 4.075 -0.074 -2.038
C: 4.395 -1.289 -2.680
H: -4.671 1.402 1.835
H: 5.582 -2.647 0.753
C: -2.000 4.883 1.351
H: 0.424 5.829 2.010
C: 0.830 4.118 0.752
H: 1.870 0.447 -6.685
C: 1.424 -0.135 -5.894
H: -2.543 -3.079 0.418
C: -6.782 1.141 2.164
C: -2.441 2.245 -1.272
C: 2.484 1.445 -1.021
S: 0.711 1.791 -0.723
H: 5.937 -2.572 -3.381
H: 1.306 5.866 4.462
H: 0.982 4.711 -0.133
H: -3.385 -4.146 5.158
H: 5.625 2.566 -0.521
C: 0.411 4.742 2.045
H: -0.989 -2.477 -5.442
C: 1.802 -3.447 0.944
H: -6.032 -2.635 2.055
C: 0.872 -1.140 -1.223
C: -1.076 2.677 2.137
H: 6.099 -4.963 0.812
H: -0.661 -2.543 -0.699
H: -2.327 -0.756 -2.521
H: -1.574 2.200 2.988
C: 4.103 -4.200 0.934
C: -7.810 0.224 2.320
C: 3.605 -1.857 0.731
H: -1.324 4.485 3.315
H: 2.270 4.483 5.004
C: 1.606 -0.518 -2.204
H: 0.069 -1.146 -7.224
H: -2.954 4.050 -2.316
H: -8.822 0.571 2.464
H: 2.399 -5.478 1.158
H: -4.172 -2.005 4.207
C: -2.158 2.876 0.013
H: -3.282 2.926 -4.477
H: -6.994 2.199 2.199
H: -3.121 4.793 -0.419
C: -3.643 -2.714 3.586
C: -2.830 0.979 -3.681
C: 1.942 5.046 4.133
Mg: -1.430 0.255 0.345
C: -5.204 -0.661 1.936
C: 1.243 -0.706 -3.561
H: 3.290 3.150 0.010
H: 4.853 -6.069 0.227
C: 2.737 -4.462 1.026

Atoms 1-6, force components in eV/Å:
N -0.237 1.147 -1.197
N -1.154 -0.540 0.416
H 0.012 -0.114 0.047
H 0.067 0.120 -0.012
H -0.130 -0.081 0.021
S 1.765 -2.027 -0.511

Output
Orbital gap: 5.50 eV
Energy relative to the best compared isomer or geometry (same formula, charge and spin): 94.5 kcal/mol
Multiplicity: 1
HOMO: -8.72 eV
Net charge: +1
E_LUMO: -3.22 eV

---

(5)
Entry from OMol25: a structure of composition C20H29IrNO10P2Se (ωB97M-V/def2-TZVPD).

Positions of all 64 atoms, in Å:
H: -1.988 -4.616 1.312
C: 1.399 1.240 5.985
O: 0.393 -1.675 1.514
C: -1.950 -4.059 0.389
H: 1.658 -0.703 -3.366
C: -1.718 -2.716 -2.028
C: 1.303 1.416 4.490
O: -0.912 -0.835 -0.922
H: 0.913 0.308 6.258
H: 4.154 1.911 -2.480
H: 2.957 1.239 -0.363
H: 1.461 2.825 3.200
N: -2.017 4.333 -4.177
H: 2.437 1.218 6.317
O: 1.693 -1.268 3.716
H: -1.678 6.194 -3.419
P: 2.241 0.180 3.497
O: 3.693 0.073 4.188
C: 3.485 1.255 -3.033
H: -2.930 -3.341 -4.617
Se: -0.654 2.680 0.022
H: 4.267 0.751 3.835
H: -1.563 1.402 -2.597
H: 3.376 1.651 -4.043
H: 0.271 0.095 -2.630
H: -0.683 -3.615 3.282
H: 0.872 2.064 6.465
O: -1.113 2.550 4.474
O: -0.440 1.283 2.399
C: -2.351 -4.236 -4.363
H: -1.719 2.887 3.815
H: -0.859 5.380 -1.201
C: -1.219 -2.742 2.909
H: 1.146 -1.480 2.897
C: 2.115 1.145 -2.340
C: -0.672 -2.336 1.569
H: -2.619 -5.049 -5.041
H: -2.314 2.405 -4.760
C: 2.281 0.600 -0.932
H: 2.709 -0.403 -0.965
H: -1.285 -4.006 -4.468
C: -1.333 -2.802 0.378
C: -1.172 4.692 -1.972
C: -1.276 -2.059 -0.849
C: -2.248 -3.983 -1.987
P: -0.433 1.171 3.909
H: -1.064 -1.924 3.614
C: 1.192 0.264 -3.178
C: -1.619 5.135 -3.200
C: -2.395 -4.651 -0.759
H: 3.953 0.274 -3.100
O: 2.385 0.595 2.079
H: 0.961 0.743 -4.129
H: -1.621 -2.164 -2.951
Ir: 0.471 0.410 0.422
O: 1.827 2.663 4.081
H: -2.279 -2.968 2.841
C: -1.974 3.028 -3.940
O: -1.032 -0.023 4.542
C: -1.559 2.471 -2.746
C: -1.144 3.318 -1.719
H: 1.688 2.155 -2.286
H: -2.813 -5.644 -0.762
O: -2.654 -4.708 -3.075

Atoms 1-6, force components in eV/Å:
H -0.104 -0.035 0.127
C 0.111 -0.060 0.022
O 0.051 0.524 0.166
C -0.014 -0.137 -0.237
H 0.070 -0.154 -0.044
C -0.094 0.046 -0.395

Output
Orbital gap (alpha / beta): 6.90 / 6.90 eV
Energy relative to the best compared isomer or geometry (same formula, charge and spin): 79.3 kcal/mol
Multiplicity: 1
HOMO (alpha / beta): -4.80 / -4.80 eV
Net charge: -1
E_LUMO (alpha / beta): 2.11 / 2.11 eV

---

(6)
Entry from OMol25: an isolated molecule of C6H14O (ωB97M-V/def2-TZVPD).

Positions of all 21 atoms, in Å:
H: -1.216 -1.650 -0.354
C: 0.288 -0.556 0.799
C: -3.168 0.207 -0.569
H: 1.491 -0.644 -0.952
H: 3.814 -0.012 -1.000
H: -2.446 0.510 -1.416
C: -0.964 -0.609 -0.105
C: 1.384 0.002 -0.062
O: 2.577 0.078 0.661
H: 0.603 -1.526 1.215
H: -3.991 0.895 -0.305
C: 3.615 0.610 -0.112
H: 0.152 0.101 1.676
H: 4.506 0.634 0.517
H: -2.393 -0.777 1.310
H: 1.064 0.996 -0.422
H: -0.940 -0.084 -1.157
C: -2.178 -0.011 0.561
H: -3.610 -0.732 -0.921
H: 3.381 1.632 -0.452
H: -1.968 0.935 1.088

Atoms 1-6, force components in eV/Å:
H 0.160 0.165 -0.005
C 0.060 0.089 -0.331
C 0.268 0.037 -0.560
H 0.179 0.122 0.073
H -0.014 0.087 0.125
H -2.077 0.404 0.871

Output
Orbital gap: 10.96 eV
Energy relative to the best compared isomer or geometry (same formula, charge and spin): 37.2 kcal/mol
Multiplicity: 1
HOMO: -9.82 eV
Net charge: 0
E_LUMO: 1.14 eV
SMILES: CCCCCOC

---

no.,electronic energy (eV),F_max (Eh/bohr)
1,-18186.504,0.10290
2,-18286.175,0.10894
3,-70057.401,0.03484
4,-95499.132,0.05320
5,-129944.558,0.03933
6,-8495.280,0.04841